Entry 1:
The following is a quantum chemistry calculation of a cluster of 9 separate species, C17H49O11 in total in a non-equilibrium geometry, from the OMol25 dataset.

Structure (XYZ):
```
77
Properties=species:S:1:pos:R:3:forces:R:3
C 0.094766 -0.301117 1.206338 -1.977 1.344 -0.185
O -1.119234 -0.095117 0.939338 -0.659 2.431 -0.922
O 1.014766 0.698883 1.056338 4.991 -9.482 0.651
O 0.436766 -1.361117 1.592338 2.992 -3.619 1.337
H 0.635766 1.436883 1.014338 -4.921 10.028 -0.692
C 2.029766 -4.699117 1.022338 2.335 3.279 -0.234
O 1.851766 -3.829117 2.141338 -1.839 1.290 1.258
H 2.300766 -3.764117 0.365338 -0.759 -2.865 -0.948
H 1.113766 -5.310117 0.853338 1.014 0.226 -0.430
H 3.068766 -5.221117 1.169338 -2.323 0.318 -0.224
H 1.260766 -3.021117 1.873338 1.550 -2.125 0.609
C 1.910766 -0.633117 4.394338 -0.447 -2.718 1.373
O 2.457766 0.309883 3.505338 6.442 -0.218 7.598
H 1.738766 -1.770117 4.100338 0.857 2.211 -0.534
H 0.894766 -0.271117 4.472338 -0.510 -0.236 1.370
H 2.495766 -0.820117 5.383338 -0.984 1.320 -1.647
H 1.964766 0.241883 2.826338 -5.199 -0.408 -8.033
C -2.483234 3.095883 1.341338 -0.257 3.427 -0.077
O -1.276234 2.550883 0.945338 2.238 -0.058 -0.541
H -2.827234 3.904883 0.508338 -0.020 -2.403 1.541
H -2.496234 3.810883 2.277338 0.870 -1.458 -1.334
H -3.037234 2.246883 1.633338 -1.989 -0.426 -0.191
H -1.242234 1.540883 0.805338 -1.086 0.810 0.473
C -3.210234 1.210883 -1.609662 -4.645 -1.717 -0.618
O -3.910234 1.286883 -2.879662 -0.329 -0.027 -0.290
H -2.616234 1.968883 -1.539662 3.921 4.970 -0.213
H -2.570234 0.410883 -1.403662 0.134 -2.045 0.248
H -3.950234 1.515883 -0.816662 0.363 -1.338 -0.630
H -3.752234 0.686883 -3.637662 0.605 0.125 1.541
C 4.789766 1.253883 -0.308662 -0.600 -0.117 1.326
C 3.473766 0.733883 -1.057662 0.982 3.294 0.658
C 3.784766 0.749883 -2.538662 5.703 0.856 2.660
O 3.171766 -0.465117 -0.426662 -0.089 -0.603 -1.582
H 5.856766 1.028883 -0.695662 -1.866 -1.324 0.736
H 4.544766 1.156883 0.816338 1.186 -0.433 -1.647
H 4.969766 2.280883 -0.399662 -0.724 2.237 -0.337
H 2.469766 1.566883 -0.973662 3.058 -2.203 0.241
H 4.230766 1.812883 -2.734662 -0.151 -2.090 0.225
H 2.953766 0.813883 -2.991662 -6.205 -0.174 -3.901
H 4.394766 -0.107117 -2.904662 -0.177 0.812 0.329
H 2.490766 -0.183117 0.158338 -1.025 -0.315 1.227
C -2.211234 -2.926117 3.627338 2.426 -2.966 -1.878
C -2.884234 -2.811117 2.214338 0.992 -5.658 1.880
C -4.139234 -3.668117 2.374338 0.376 -0.708 -4.634
O -3.166234 -1.545117 1.977338 -3.385 1.104 -0.411
H -1.343234 -2.330117 3.477338 1.524 0.129 0.078
H -1.874234 -4.061117 3.821338 -0.678 2.566 -0.216
H -2.599234 -2.474117 4.495338 -1.700 0.268 0.791
H -2.207234 -3.484117 1.403338 -1.297 2.374 1.827
H -4.836234 -3.602117 1.511338 0.612 -0.022 -0.074
H -4.763234 -3.501117 3.114338 -2.696 2.298 4.203
H -4.059234 -4.718117 2.582338 1.296 -0.837 -0.539
H -2.452234 -1.049117 1.674338 2.472 1.393 -1.006
C 0.088766 -3.283117 -2.761662 1.697 0.171 -1.936
C 0.022766 -2.095117 -1.768662 1.063 0.367 -4.260
C -0.067234 -0.764117 -2.648662 3.216 -0.145 0.656
O -0.996234 -2.220117 -0.922662 -1.167 1.272 3.597
H -0.771234 -3.267117 -3.424662 -0.498 -0.204 0.074
H 0.196766 -4.341117 -2.321662 0.063 1.824 -0.486
H 0.975766 -2.996117 -3.567662 -1.841 -1.191 2.277
H 0.969766 -2.153117 -1.349662 1.932 0.379 1.573
H 0.706766 -0.809117 -3.464662 -0.884 -0.248 0.428
H 0.227766 0.230883 -2.192662 -0.794 -1.222 0.256
H -1.031234 -0.761117 -3.041662 -1.694 0.396 -0.849
H -0.765234 -1.579117 -0.149662 -1.419 -1.788 -1.643
C -0.289234 5.697883 -2.576662 1.539 -1.513 -3.017
C -0.489234 4.512883 -1.701662 5.206 -0.090 -1.259
C 0.426766 3.361883 -2.198662 -0.212 2.031 -0.989
O 0.012766 4.799883 -0.410662 -1.424 0.138 0.133
H -0.716234 6.483883 -2.071662 -1.166 2.340 0.497
H -0.691234 5.466883 -3.626662 0.022 0.665 1.549
H 0.790766 5.899883 -2.790662 -0.707 -0.071 0.616
H -1.473234 4.238883 -1.801662 -2.671 -0.876 0.622
H 1.489766 3.676883 -2.375662 -1.085 -0.125 0.219
H -0.035234 3.002883 -3.082662 -0.023 -0.665 -1.284
H 0.382766 2.601883 -1.500662 0.127 -1.771 1.505
H -0.340234 4.000883 -0.004662 0.317 -0.189 1.510
```
Positions in Å, forces in eV/Å.

Properties
charge	-1
energy above the lowest of the compared OMol25 structures with the same formula, charge and spin	959.2	kJ/mol
gap between HOMO and LUMO	9.5	eV
electronic energy	-40938.808	eV
LUMO	2.6593	eV

Atom charges from the Löwdin analysis, given in e for atoms 1 to 2: number 1, C, carries -0.759; number 2, O, carries -0.024

Entry 2:
The following is a quantum chemistry calculation of a structure of composition C17H50BrO15Sn in a non-equilibrium geometry, from the OMol25 dataset.

Structure (XYZ):
```
84
Properties=species:S:1:pos:R:3:forces:R:3
Sn 2.982605 -0.876780 4.072048 -0.802 1.109 -1.426
Br 0.037861 0.739998 0.606391 0.197 -0.455 0.285
C 0.028767 1.847317 -3.894810 -0.418 -1.670 0.009
C -0.186746 0.303169 -4.101000 0.382 2.156 -2.125
C 1.147158 -0.278078 -4.488757 0.254 0.135 0.668
O -0.765923 -0.368035 -3.026524 -0.280 0.010 0.278
H 0.222225 2.306359 -4.864329 0.201 -0.003 0.128
H 0.923111 1.831969 -3.271898 0.043 0.890 0.186
H -0.804372 2.374290 -3.429760 0.130 -0.161 0.110
H -0.760216 0.128165 -5.011273 -0.924 0.112 0.345
H 0.903468 -1.279376 -4.843907 0.975 -0.197 0.177
H 1.774041 -0.167733 -3.603923 0.243 -0.966 0.311
H 1.719047 0.324665 -5.194261 -0.535 -0.136 -0.577
H -0.403191 0.029996 -2.231802 -0.005 -0.102 0.501
C 0.529679 -4.601267 -0.446133 -0.073 0.217 -1.993
C 1.834296 -4.620080 -1.265333 -0.073 -0.550 0.416
O 2.878064 -4.428351 -0.351463 1.606 0.982 1.086
O 0.405458 -5.755852 0.337226 -0.118 -0.364 0.431
H -0.335610 -4.597060 -1.108974 0.083 0.407 -0.383
H 0.457254 -3.683965 0.138180 0.325 0.045 0.229
H 1.916321 -3.862172 -2.044402 -0.384 0.323 0.190
H 2.099084 -5.558093 -1.753314 -1.051 -0.303 -0.251
H 3.296789 -5.250986 -0.087772 -0.347 -0.109 -0.193
H -0.408979 -6.129199 -0.007608 0.100 -0.593 0.515
C 5.302876 -1.567556 1.013883 -1.428 1.179 0.011
C 4.058779 -0.735999 0.512740 0.845 -0.150 -0.274
O 2.848266 -1.326137 0.926904 0.415 -1.529 1.891
O 5.291298 -1.402021 2.433729 -0.737 0.023 1.974
H 6.266857 -1.110912 0.789517 -0.322 -0.060 -1.273
H 5.271527 -2.641746 0.831600 -0.223 0.190 -0.629
H 4.090530 -0.618571 -0.570457 0.020 -0.097 -0.040
H 4.031307 0.247757 0.981327 0.909 0.352 -0.249
H 2.049821 -0.934361 0.565522 -0.469 0.726 -0.407
H 6.210446 -1.514628 2.686870 -0.014 0.000 0.688
C 1.533893 2.471797 5.675812 -0.533 -0.177 -1.684
C 0.524726 1.912143 4.598340 -0.354 1.210 2.007
O 0.492007 0.471539 4.690754 2.709 0.419 -0.136
O 2.839313 2.215221 5.135188 0.746 -1.456 0.456
H 1.404849 2.029509 6.663649 0.249 -0.447 -0.258
H 1.507365 3.548853 5.841200 -0.676 0.065 -0.289
H 0.761198 2.350097 3.628609 0.384 -0.682 -0.312
H -0.460072 2.326627 4.813889 -0.246 -0.357 0.177
H -0.383364 0.096527 4.569525 -1.120 -0.178 -0.530
H 3.036611 2.887934 4.479338 -0.002 0.168 -0.229
C -3.897545 3.805029 -1.977497 0.829 0.623 0.374
C -2.805325 3.195924 -1.064363 -1.511 0.095 -1.192
O -3.392756 2.114876 -0.311547 0.752 0.353 -0.239
O -4.862909 4.564773 -1.280477 0.015 -0.223 0.427
H -4.388873 3.043046 -2.582548 0.158 -0.308 0.022
H -3.417793 4.526056 -2.639358 0.139 -0.115 -0.207
H -2.352102 3.942099 -0.411743 -0.032 0.035 -0.025
H -2.071387 2.804803 -1.768964 0.318 -0.023 0.251
H -2.692168 1.462877 -0.386808 -0.256 -0.557 0.456
H -5.068516 4.033522 -0.507759 -0.412 0.061 0.229
C 1.927569 4.317018 0.474241 1.316 2.259 1.221
C 1.696717 4.026164 -0.950192 -0.780 -1.458 -1.020
O 0.343691 3.733666 -1.073655 -2.206 -0.058 -0.518
O 2.314726 3.243299 1.301833 0.608 -0.451 0.209
H 1.060164 4.798640 0.925616 -0.418 -0.051 -0.373
H 2.687493 5.094539 0.552112 0.503 -0.202 0.258
H 2.091230 3.051712 -1.238114 1.632 0.279 -0.065
H 1.890067 4.770697 -1.722464 0.553 0.268 0.540
H 0.268742 2.885812 -0.629663 -0.816 -0.308 0.005
H 1.685596 2.528901 1.177581 -0.397 -0.368 -0.086
C -3.013376 -0.758971 3.027166 0.370 -0.816 0.421
C -3.023157 -2.189745 2.481526 -1.311 0.824 0.781
O -2.442827 -2.196468 1.222991 0.507 -0.689 -1.322
O -1.711209 -0.485602 3.551280 0.496 0.063 0.475
H -3.778081 -0.586978 3.784622 0.168 0.099 -0.075
H -3.043060 -0.044086 2.204873 -1.232 -0.065 -0.183
H -4.071430 -2.487030 2.452205 -0.195 -0.132 -0.567
H -2.549557 -2.957731 3.093082 0.310 0.411 0.468
H -2.008320 -1.364793 1.020185 0.145 0.184 -0.101
H -1.256012 -0.392608 2.711183 1.149 0.403 0.022
C -2.475828 -3.055435 -2.285516 -0.154 -0.351 0.377
C -3.756005 -2.263758 -2.165352 -0.010 -0.436 0.324
O -4.353532 -2.367066 -0.885318 -0.600 0.238 -0.509
O -2.010735 -2.899681 -3.582057 0.607 -0.550 -1.026
H -2.575798 -4.119870 -2.073210 -0.541 -0.193 -0.320
H -1.735722 -2.771900 -1.537215 0.179 0.675 0.205
H -4.478568 -2.588548 -2.914025 -0.065 -0.404 0.193
H -3.496625 -1.265403 -2.517631 -0.066 0.636 0.578
H -3.707385 -2.284270 -0.180154 0.425 0.051 -0.019
H -1.697817 -1.998483 -3.689410 0.141 0.225 0.198
```
Positions in Å, forces in eV/Å.

Properties
charge	+1
gap between HOMO and LUMO	3.4	eV
electronic energy	-125012.720	eV
LUMO	-7.4270	eV

Atom charges from the Löwdin analysis, given in e for atoms 1 to 2: number 1, Sn, carries 1.799; number 2, Br, carries 0.132

Entry 3:
The following is a quantum chemistry calculation of a structure of composition C17H51BInN4O6 in a non-equilibrium geometry, from the OMol25 dataset.

Structure (XYZ):
```
80
Properties=species:S:1:pos:R:3:forces:R:3
C 3.383587 -3.472470 5.991653 1.634 -0.289 -0.187
O 2.791887 -2.226830 5.593539 -1.805 -0.511 0.997
B 1.362327 -2.211203 5.752479 0.724 1.365 -0.146
O 0.761970 -0.876282 5.823609 1.208 -1.329 -1.238
In -0.044990 -3.994188 5.853881 -0.701 -0.377 0.073
H 3.463582 -3.574219 7.117391 -0.412 0.089 -1.226
H 4.457057 -3.448928 5.617265 -1.138 -0.003 0.367
H 2.907142 -4.379606 5.531650 0.105 0.927 0.556
H 0.268239 -0.819279 4.981031 -0.134 0.051 0.826
H -0.379544 -4.453150 7.565292 0.139 0.029 -0.257
H -1.650945 -3.498111 5.147552 0.317 0.044 0.033
H 0.485809 -5.430358 4.921019 0.057 0.081 0.095
C 3.171076 1.729561 2.404718 -0.100 0.220 0.055
C 3.665629 1.309913 1.023453 0.016 -0.214 0.311
C 3.093267 -0.039058 0.547779 0.165 -0.077 -0.166
O 3.693851 -1.175862 1.150709 -0.310 0.275 -0.199
C 3.173819 -1.507596 2.432124 0.316 -0.195 0.123
N 5.134179 1.307848 1.022908 0.006 -0.121 -0.214
H 3.651455 1.170437 3.208571 -0.040 -0.049 -0.088
H 3.387303 2.787518 2.578308 0.041 -0.099 -0.047
H 2.090178 1.592649 2.492534 0.056 -0.041 0.023
H 3.327313 2.073530 0.313135 0.025 -0.101 -0.075
H 3.300492 -0.133031 -0.523906 0.053 -0.032 0.032
H 2.002745 -0.073071 0.658017 -0.008 0.043 0.111
H 2.103960 -1.295677 2.507661 0.026 0.064 0.009
H 3.719580 -0.979801 3.215258 -0.212 -0.002 0.124
H 3.324709 -2.576535 2.590672 -0.029 0.069 -0.071
H 5.460456 1.125217 0.076138 -0.006 0.093 0.052
H 5.434309 0.485163 1.545243 -0.049 0.138 0.031
C -7.104993 -4.345183 6.626220 -0.277 0.020 -0.072
C -5.955843 -3.584902 5.969616 0.111 -0.223 0.311
C -4.772629 -4.482704 5.560565 0.250 0.268 -0.091
O -3.941860 -4.880938 6.638483 -0.448 -0.236 -0.186
C -4.411534 -5.996212 7.370671 0.345 0.238 0.107
N -5.528738 -2.501942 6.863247 0.085 0.020 -0.107
H -6.882863 -4.628906 7.656073 0.088 0.015 -0.060
H -8.004212 -3.722773 6.653741 0.107 -0.003 0.022
H -7.345982 -5.252499 6.065315 0.035 0.009 0.037
H -6.350949 -3.132323 5.052867 0.113 -0.008 -0.007
H -4.123962 -3.904170 4.895748 0.091 -0.036 0.147
H -5.108796 -5.356553 4.987386 -0.117 -0.084 0.087
H -4.930197 -6.718100 6.732160 -0.086 0.029 -0.017
H -5.064953 -5.673872 8.185378 -0.167 -0.159 0.009
H -3.545517 -6.488585 7.817697 0.020 0.078 -0.089
H -4.832298 -1.937716 6.381138 -0.064 -0.014 0.028
H -5.004341 -2.930058 7.625652 -0.071 0.041 -0.074
C 0.500465 2.054953 -4.818554 -0.102 0.051 -0.232
C 0.510975 0.681601 -4.153617 0.172 0.309 0.207
C -0.291601 0.626183 -2.839524 0.094 -0.304 0.030
O 0.366802 1.214477 -1.725725 -0.301 0.082 -0.232
C 0.239121 2.623231 -1.638261 0.258 -0.109 0.243
N 1.903065 0.257971 -3.958014 -0.133 -0.142 0.167
H 1.155289 2.768762 -4.316093 -0.024 -0.084 0.060
H 0.847639 1.977988 -5.852181 0.008 -0.024 0.120
H -0.509503 2.472849 -4.839300 0.053 0.014 -0.006
H 0.038356 -0.018753 -4.851389 -0.006 -0.041 0.119
H -0.429264 -0.426492 -2.573336 0.080 0.060 0.059
H -1.295454 1.050861 -2.962991 0.032 0.137 -0.041
H -0.734837 2.969586 -1.995256 0.017 -0.018 -0.080
H 1.041823 3.115893 -2.191181 -0.111 0.150 -0.083
H 0.342283 2.903358 -0.587959 -0.029 -0.096 -0.033
H 1.909174 -0.698010 -3.608292 0.044 0.028 -0.119
H 2.278762 0.801660 -3.181496 -0.003 -0.003 -0.142
C 1.290017 5.494969 -10.232175 0.199 0.111 -0.136
C 0.553240 6.056843 -9.019795 -0.112 -0.330 -0.138
C 0.611078 5.139539 -7.782942 -0.167 0.197 0.149
O -0.260976 4.018103 -7.841469 0.394 0.073 -0.023
C 0.247138 2.915306 -8.573662 -0.351 -0.066 0.039
N -0.829516 6.365889 -9.404194 -0.020 -0.040 0.265
H 0.735700 4.693819 -10.723333 -0.024 0.024 0.094
H 1.443938 6.279509 -10.977784 -0.077 -0.054 0.084
H 2.272713 5.108225 -9.949434 -0.051 -0.012 -0.008
H 1.047426 6.996393 -8.748795 -0.062 -0.054 0.095
H 0.279193 5.721122 -6.916972 -0.071 -0.069 -0.041
H 1.637743 4.818559 -7.568348 0.028 -0.069 -0.117
H 1.330776 2.814337 -8.466875 0.012 0.070 -0.035
H -0.022482 2.999746 -9.628456 0.177 -0.061 -0.074
H -0.223030 2.009318 -8.186018 0.011 0.092 0.062
H -1.289435 6.833426 -8.625831 0.037 0.071 -0.112
H -1.327396 5.479630 -9.482389 0.070 0.099 -0.089
```
Positions in Å, forces in eV/Å.

Properties
charge	-1
gap between HOMO and LUMO	6.2	eV
electronic energy	-42549.668	eV
LUMO	1.8261	eV

Atom charges from the Löwdin analysis, given in e for atoms 1 to 2: number 1, C, carries -0.164; number 2, O, carries -0.125